{
  "formula": "C22H21N3O5",
  "method": "ωB97M-V/def2-TZVPD",
  "total_charge": 0,
  "e_homo_ev": -7.834,
  "relative_energy_kj_mol": 371.63,
  "orbital_gap_ha": 0.296,
  "smiles": "CNCCn1c(=O)c2cc(OC)c(OC)cc2c2cnc3cc4c(cc3c21)OCO4",
  "multiplicity": 1,
  "energy_ha": -1391.40418,
  "elements": ["C", "N", "C", "C", "N", "C", "O", "C", "C", "C", "O", "C", "C", "O", "C", "C", "C", "C", "C", "N", "C", "C", "C", "C", "C", "C", "C", "O", "C", "O", "H", "H", "H", "H", "H", "H", "H", "H", "H", "H", "H", "H", "H", "H", "H", "H", "H", "H", "H", "H", "H"],
  "xyz": [[0.49756, -2.10048, 3.37791], [0.55657, -2.62111, 2.02853], [-0.71018, -2.98730, 1.44228], [-1.68046, -1.81594, 1.15860], [-1.08431, -0.92460, 0.17241], [-1.07075, -1.43493, -1.12133], [-1.84344, -2.32387, -1.43918], [-0.06033, -0.89156, -2.02210], [-0.03536, -1.35915, -3.33608], [0.95618, -0.99442, -4.22433], [0.99841, -1.43132, -5.51989], [-0.01918, -2.29422, -5.96940], [1.98294, -0.13016, -3.76701], [3.04294, 0.33095, -4.47578], [3.24534, -0.00781, -5.83048], [1.94843, 0.32819, -2.45773], [0.93984, -0.02480, -1.56415], [0.81910, 0.50349, -0.22597], [1.76372, 1.37119, 0.36049], [1.65921, 1.88282, 1.55080], [0.49980, 1.72360, 2.21896], [0.35569, 2.44673, 3.42759], [-0.85471, 2.41118, 4.04340], [-1.94713, 1.71548, 3.48093], [-1.83353, 0.97776, 2.34373], [-0.56089, 0.91249, 1.72056], [-0.29038, 0.13747, 0.55146], [-3.05755, 1.93463, 4.24694], [-2.64182, 2.75352, 5.31744], [-1.26915, 3.04460, 5.17890], [-0.00674, -1.12752, 3.47434], [1.51611, -1.98897, 3.74663], [-0.02191, -2.82445, 4.00568], [1.05866, -1.97665, 1.42566], [-0.50538, -3.51146, 0.50545], [-1.20796, -3.68294, 2.12307], [-1.87722, -1.29429, 2.08854], [-2.60965, -2.20917, 0.74360], [-0.82864, -2.03106, -3.62118], [0.21912, -2.50236, -7.01147], [-1.00351, -1.82049, -5.90910], [-0.03049, -3.23119, -5.40482], [4.15949, 0.51279, -6.11554], [2.42124, 0.33257, -6.46011], [3.38223, -1.08259, -5.96276], [2.74654, 0.99005, -2.16546], [2.67536, 1.61143, -0.16678], [1.18331, 3.02773, 3.79377], [-2.70650, 0.53328, 1.89647], [-2.81396, 2.22911, 6.27096], [-3.22031, 3.69067, 5.30981]],
  "forces_ev_per_angstrom": [[0.02, 0.11, -0.01], [0.24, 0.13, -0.17], [-0.18, 0.15, -0.17], [-0.06, -0.71, 0.34], [-0.29, 0.15, -0.21], [-0.22, 0.03, -0.05], [0.05, -0.07, -0.04], [0.49, 0.21, -0.18], [0.04, 0.01, -0.07], [-0.12, -0.08, -0.02], [0.26, 0.28, 0.29], [-0.16, -0.15, -0.09], [0.05, 0.11, 0.24], [-0.24, -0.04, 0.37], [0.20, -0.06, -0.54], [-0.03, -0.10, -0.19], [-0.30, -0.41, -0.43], [-0.43, -0.04, 0.63], [-0.14, -0.12, 0.00], [0.51, 0.36, 0.04], [-0.51, -0.44, -0.25], [-0.44, 0.10, 0.45], [0.01, -0.18, -0.34], [0.29, -0.11, -0.17], [-0.35, 0.26, 0.48], [0.43, 0.17, 0.00], [0.86, 0.56, -0.11], [0.11, -0.24, -0.45], [-0.80, 0.42, 0.98], [0.47, -0.03, -0.26], [-0.03, -0.03, 0.05], [-0.02, 0.03, 0.13], [0.01, 0.00, 0.11], [0.01, -0.14, 0.03], [-0.15, -0.03, 0.06], [-0.04, -0.06, -0.07], [-0.02, 0.00, -0.13], [0.04, 0.11, 0.14], [-0.03, -0.08, -0.08], [-0.07, -0.02, 0.07], [0.03, -0.02, 0.02], [-0.01, 0.04, -0.01], [-0.07, -0.04, 0.00], [0.09, -0.03, 0.05], [0.00, 0.11, 0.00], [0.10, 0.09, 0.00], [0.10, -0.03, -0.15], [0.14, 0.09, 0.05], [-0.08, -0.13, -0.01], [0.10, 0.06, -0.26], [0.18, -0.21, -0.08]]
}